## a
# H16O8

A cluster of 8 separate species, H16O8 in total (ωB97M-V with the def2-TZVPD basis set, OMol25).

Expectation value of S² = 0.76
2S+1 = 2
Molar mass = 144.12 g/mol
LUMO energy (spin up / spin down) = -3.52 / -11.11 eV
E_HOMO (spin up / spin down) = -13.79 / -13.75 eV
Charge = +1
Kohn-Sham gap (spin up / spin down) = 10.27 / 2.64 eV

Last column: Löwdin spin population.
Positions of all 24 atoms, in Å:
O (-0.96, -1.93, 3.36)  0.001
H (-1.69, -1.33, 3.26)  0.000
H (-0.82, -2.29, 2.48)  0.000
O (1.78, 0.59, 2.57)  0.045
H (1.72, 1.54, 2.55)  0.000
H (1.42, 0.31, 1.73)  0.000
O (-2.15, -0.08, -1.04)  0.001
H (-2.82, -0.73, -1.24)  0.000
H (-2.31, 0.16, -0.13)  0.000
O (-0.04, 0.53, -3.80)  0.299
H (0.25, -0.22, -4.32)  0.001
H (-0.89, 0.27, -3.44)  0.003
O (-0.37, 2.97, 0.04)  0.162
H (0.07, 2.15, 0.30)  0.002
H (-1.07, 3.07, 0.68)  0.002
O (1.99, 1.58, -2.02)  0.469
H (2.95, 1.63, -1.99)  0.006
H (1.76, 1.03, -1.27)  0.004
O (0.30, 0.07, 0.22)  0.008
H (-0.22, 0.07, -0.58)  -0.001
H (0.27, -0.84, 0.52)  0.000
O (-0.04, -2.64, 0.81)  0.000
H (0.71, -2.86, 1.37)  0.000
H (0.17, -3.06, -0.03)  0.000

## b
# H16O8

A cluster of 8 separate species, H16O8 in total (ωB97M-V with the def2-TZVPD basis set, OMol25).

Expectation value of S² = 0.75
2S+1 = 2
Molar mass = 144.12 g/mol
LUMO energy (spin up / spin down) = -3.21 / -10.38 eV
E_HOMO (spin up / spin down) = -14.27 / -13.57 eV
Charge = +1
Kohn-Sham gap (spin up / spin down) = 11.06 / 3.19 eV

Last column: Löwdin spin population.
Positions of all 24 atoms, in Å:
O (1.29, -2.15, 1.64)  0.000
H (1.21, -2.85, 2.29)  0.000
H (2.07, -1.67, 1.90)  0.000
O (-1.97, 1.67, -1.94)  0.054
H (-2.48, 1.20, -2.60)  0.000
H (-1.47, 0.98, -1.49)  -0.001
O (0.78, -0.77, -2.48)  0.800
H (1.21, -1.51, -2.04)  0.012
H (0.29, -0.33, -1.79)  0.011
O (0.00, 0.26, -0.07)  0.031
H (-0.28, 0.93, 0.54)  0.000
H (0.13, -0.52, 0.47)  0.000
O (-0.46, 2.61, 1.47)  0.000
H (0.03, 2.94, 2.22)  0.000
H (-1.34, 2.95, 1.58)  0.000
O (2.21, -2.55, -0.95)  0.017
H (3.00, -3.09, -1.02)  0.000
H (2.00, -2.55, -0.02)  0.000
O (-2.59, -2.05, 1.63)  0.000
H (-1.70, -2.10, 1.98)  0.000
H (-2.75, -2.92, 1.26)  0.000
O (0.58, 3.70, -1.07)  0.075
H (0.03, 3.21, -0.46)  0.000
H (0.23, 4.60, -1.03)  0.001

Short version: a is the least stable of them.

## a
# C6H11IN

A cluster of 2 separate species, C6H11IN in total (ωB97M-V with the def2-TZVPD basis set, OMol25).

Molar mass = 224.06 g/mol
LUMO energy = -4.53 eV
E_HOMO = -13.07 eV
Charge = +1
Kohn-Sham gap = 8.54 eV

Last column: Mulliken charge in e.
Positions of all 19 atoms, in Å:
C (2.09, -0.57, -0.01)  -0.621
C (1.69, 0.66, 0.23)  0.693
C (-1.54, -1.42, 0.81)  -0.327
C (-0.07, 1.12, -0.76)  -0.327
C (2.31, 1.84, 0.80)  -1.121
C (-1.42, 1.20, -1.04)  -0.479
N (-1.66, -2.52, 0.06)  -0.201
I (-3.12, 0.63, 0.11)  0.198
H (1.28, -1.24, -0.54)  0.130
H (2.99, -0.98, 0.33)  0.387
H (-2.07, -1.49, 1.73)  0.492
H (-0.67, -0.76, 0.54)  0.039
H (0.43, 1.43, -1.80)  0.189
H (1.66, 2.22, 1.68)  0.272
H (2.47, 2.68, 0.06)  0.259
H (3.20, 1.71, 1.34)  0.412
H (-1.59, 1.76, -1.93)  0.477
H (-2.36, -3.31, 0.01)  0.281
H (-1.04, -2.53, -0.71)  0.247

## b
# C6H11IN

The ion C6H11IN with charge +1 (ωB97M-V with the def2-TZVPD basis set, OMol25).

Molar mass = 224.06 g/mol
LUMO energy = -6.23 eV
E_HOMO = -14.01 eV
Charge = +1
Kohn-Sham gap = 7.78 eV

Last column: Mulliken charge in e.
Positions of all 19 atoms, in Å:
C (1.58, 0.33, 0.22)  -0.832
C (0.63, 1.22, -0.63)  -0.673
C (0.74, -0.78, 0.96)  -0.752
C (-0.72, 1.41, 0.04)  -0.553
C (-0.63, -1.06, 0.40)  0.384
C (-1.45, 0.18, 0.15)  -0.527
N (-0.46, -1.65, -0.97)  -0.551
I (-3.50, 0.09, 0.02)  0.401
H (2.42, -0.18, -0.47)  0.274
H (2.03, 0.86, 0.91)  0.474
H (1.19, 2.22, -0.86)  0.355
H (0.63, 0.85, -1.69)  0.274
H (1.35, -1.74, 0.72)  0.314
H (0.56, -0.48, 2.07)  0.293
H (-0.61, 1.72, 1.20)  0.325
H (-1.22, 2.20, -0.28)  0.688
H (-1.04, -1.62, 1.18)  0.629
H (-0.52, -1.09, -1.79)  0.203
H (-1.00, -2.49, -1.18)  0.274

Short version: a is the least stable of them.

## a
# C6H15N2

A cluster of 2 separate species, C6H15N2 in total (ωB97M-V with the def2-TZVPD basis set, OMol25).

Molar mass = 115.20 g/mol
LUMO energy = -6.18 eV
E_HOMO = -12.15 eV
Charge = +1
Kohn-Sham gap = 5.97 eV

Last column: Mulliken charge in e.
Positions of all 23 atoms, in Å:
C (4.63, 0.42, 0.28)  -0.408
C (3.18, 0.38, 0.19)  0.279
C (-0.86, 1.53, -0.36)  -1.591
C (-1.41, -0.67, -1.36)  -1.529
C (-2.52, 0.18, 0.83)  -1.514
C (-1.22, 0.13, -0.03)  1.506
N (3.86, -0.74, -0.03)  -0.126
N (-0.22, -0.50, 0.79)  -0.554
H (5.14, 0.92, -0.45)  0.267
H (5.16, 0.54, 1.18)  0.281
H (2.24, 0.79, 0.47)  0.327
H (-0.79, 2.19, 0.54)  0.353
H (0.10, 1.46, -0.95)  0.287
H (-1.44, 2.02, -1.11)  0.418
H (-1.18, -1.79, -1.18)  0.346
H (-0.61, -0.41, -2.10)  0.328
H (-2.40, -0.54, -1.64)  0.405
H (-2.35, 0.69, 1.84)  0.371
H (-3.34, 0.92, 0.37)  0.306
H (-2.94, -0.81, 1.00)  0.394
H (3.71, -1.73, 0.13)  0.326
H (-0.37, -1.55, 1.03)  0.255
H (0.01, 0.06, 1.62)  0.274

## b
# C6H15N2

A structure of composition C6H15N2 (ωB97M-V with the def2-TZVPD basis set, OMol25).

Molar mass = 115.20 g/mol
LUMO energy = -7.34 eV
E_HOMO = -13.18 eV
Charge = +1
Kohn-Sham gap = 5.84 eV

Last column: Mulliken charge in e.
Positions of all 23 atoms, in Å:
C (1.34, 2.06, 0.19)  -1.072
C (0.55, 1.07, 1.03)  -0.878
C (-0.46, 0.20, 0.33)  0.302
C (-1.77, 0.66, 0.28)  -0.224
N (-2.83, 0.01, -0.32)  -0.451
C (0.01, -0.97, -0.48)  0.110
C (0.18, -2.32, 0.24)  -1.059
N (2.43, -0.53, -1.02)  -0.553
H (0.90, 2.12, -0.80)  0.327
H (1.39, 3.07, 0.59)  0.337
H (-0.05, 1.59, 1.83)  0.513
H (1.12, 0.36, 1.67)  0.396
H (-2.00, 1.46, 0.97)  0.384
H (-2.79, 0.04, -1.33)  0.290
H (-3.73, 0.36, -0.01)  0.289
H (-0.82, -1.02, -1.20)  0.480
H (1.22, -0.72, -0.83)  -0.033
H (1.15, -2.19, 0.76)  0.343
H (0.22, -3.19, -0.41)  0.347
H (-0.58, -2.58, 0.98)  0.339
H (2.34, 1.70, -0.04)  0.330
H (2.76, -0.89, -1.92)  0.236
H (3.18, -0.64, -0.34)  0.247

## c
# C6H15N2

The ion C6H15N2 with charge +1 (ωB97M-V with the def2-TZVPD basis set, OMol25).

Molar mass = 115.20 g/mol
LUMO energy = -3.26 eV
E_HOMO = -12.64 eV
SMILES = C=CCCNCC[NH3+]
Charge = +1
Kohn-Sham gap = 9.38 eV

Last column: Mulliken charge in e.
Positions of all 23 atoms, in Å:
C (1.81, -2.84, -1.36)  -0.697
C (1.84, -1.54, -1.64)  -0.348
C (1.02, -0.46, -0.91)  -0.339
C (-0.47, -0.85, -0.69)  -0.568
N (-1.22, 0.37, -0.29)  -0.314
C (-1.70, 0.44, 1.07)  -0.442
C (-1.05, 1.69, 1.79)  -0.662
N (0.06, 2.23, 0.92)  -0.270
H (2.56, -3.51, -1.75)  0.276
H (0.99, -3.32, -0.85)  0.229
H (2.69, -1.06, -2.11)  0.271
H (1.19, 0.52, -1.35)  0.346
H (1.47, -0.52, 0.09)  0.212
H (-0.60, -1.71, -0.05)  0.336
H (-0.87, -1.10, -1.67)  0.325
H (-2.00, 0.52, -0.92)  0.229
H (-2.78, 0.55, 1.24)  0.407
H (-1.50, -0.45, 1.67)  0.275
H (-0.71, 1.55, 2.82)  0.406
H (-1.71, 2.57, 1.82)  0.361
H (0.35, 3.13, 1.29)  0.371
H (-0.28, 2.17, -0.05)  0.338
H (0.89, 1.62, 0.93)  0.259

## d
# C6H15N2

The ion C6H15N2 with charge +1 (ωB97M-V with the def2-TZVPD basis set, OMol25).

Molar mass = 115.20 g/mol
LUMO energy = -3.24 eV
E_HOMO = -12.79 eV
SMILES = C=C(C[C@@H](C)[NH3+])NC
Charge = +1
Kohn-Sham gap = 9.55 eV

Last column: Mulliken charge in e.
Positions of all 23 atoms, in Å:
C (-1.90, -0.58, 1.07)  -1.158
C (-0.61, -0.39, 0.88)  0.495
C (0.03, 0.79, 0.24)  -1.056
C (-0.19, 0.69, -1.26)  0.277
C (0.13, 2.02, -1.89)  -1.609
N (0.66, -0.41, -1.85)  -0.187
N (0.33, -1.51, 1.07)  -0.340
C (0.94, -1.31, 2.44)  -0.793
H (-2.31, -1.48, 1.51)  0.281
H (-2.61, 0.20, 0.89)  0.323
H (1.10, 0.84, 0.45)  0.409
H (-0.40, 1.73, 0.57)  0.527
H (-1.26, 0.51, -1.59)  0.284
H (-0.45, 2.81, -1.38)  0.398
H (1.15, 2.38, -1.74)  0.432
H (-0.19, 2.09, -2.93)  0.419
H (1.49, -0.12, -2.34)  0.388
H (0.01, -1.03, -2.33)  0.398
H (1.03, -1.10, -1.13)  0.324
H (-0.23, -2.35, 1.10)  0.286
H (0.46, -2.10, 3.04)  0.337
H (0.76, -0.31, 2.81)  0.286
H (2.06, -1.40, 2.37)  0.281

Short version: b is the least stable of them.

## a
# C8H14O

A cluster of 3 separate species, C8H14O in total (ωB97M-V with the def2-TZVPD basis set, OMol25).

Molar mass = 126.20 g/mol
LUMO energy (spin up / spin down) = 0.85 / 0.84 eV
E_HOMO (spin up / spin down) = -6.28 / -6.49 eV
Kohn-Sham gap (spin up / spin down) = 7.14 / 7.34 eV

Last column: Mulliken charge in e.
Positions of all 23 atoms, in Å:
C (-0.85, -0.14, -1.17)  0.191
C (2.15, -1.00, -0.58)  -1.469
C (-0.81, 0.64, 1.76)  -1.378
C (-0.85, 1.26, -1.73)  -1.174
C (-2.19, -0.73, -0.84)  -1.399
C (1.16, -0.41, 0.31)  -0.195
C (0.11, 0.05, 0.79)  1.444
C (2.30, -0.02, 2.21)  -0.050
O (3.47, -0.28, 2.13)  -0.445
H (-0.25, -0.82, -1.77)  0.336
H (1.87, 0.26, 3.23)  0.196
H (1.76, -1.83, -1.17)  0.374
H (2.99, -1.38, 0.01)  0.369
H (2.56, -0.25, -1.26)  0.290
H (-1.34, 1.49, 1.32)  0.299
H (-1.55, -0.10, 2.09)  0.286
H (-0.27, 1.01, 2.63)  0.382
H (-1.34, 1.97, -1.04)  0.247
H (0.16, 1.62, -1.93)  0.287
H (-2.77, -0.08, -0.18)  0.270
H (-1.41, 1.32, -2.67)  0.393
H (-2.80, -0.86, -1.75)  0.435
H (-2.10, -1.71, -0.38)  0.311

## b
# C8H14O

An isolated molecule of C8H14O (ωB97M-V with the def2-TZVPD basis set, OMol25).

Molar mass = 126.20 g/mol
LUMO energy = 0.88 eV
E_HOMO = -8.17 eV
SMILES = CO/C(C)=C/C=C(C)C
Kohn-Sham gap = 9.04 eV

Last column: Mulliken charge in e.
Positions of all 23 atoms, in Å:
C (3.69, -0.13, -0.23)  -0.705
O (2.58, -0.58, 0.58)  -0.327
C (1.26, -0.19, 0.16)  0.600
C (0.85, 1.02, -0.57)  -1.464
C (0.38, -1.12, 0.38)  -0.543
C (-1.05, -1.22, -0.08)  -0.453
C (-1.91, -0.31, 0.21)  0.976
C (-1.54, 0.72, 1.19)  -1.256
C (-3.20, -0.26, -0.61)  -1.214
H (4.58, -0.62, 0.23)  0.240
H (3.63, -0.58, -1.26)  0.323
H (3.82, 1.03, -0.38)  0.240
H (0.04, 0.94, -1.18)  0.476
H (1.65, 1.42, -1.15)  0.468
H (0.55, 1.87, 0.12)  0.234
H (0.96, -1.91, 1.02)  0.222
H (-1.32, -2.20, -0.47)  0.395
H (-1.63, 1.83, 0.73)  0.147
H (-2.10, 0.67, 2.16)  0.349
H (-0.63, 0.61, 1.72)  0.409
H (-3.04, -0.98, -1.57)  0.280
H (-3.47, 0.72, -1.00)  0.332
H (-4.08, -0.73, -0.01)  0.270

## c
# C8H14O

An isolated molecule of C8H14O (ωB97M-V with the def2-TZVPD basis set, OMol25).

Molar mass = 126.20 g/mol
LUMO energy = 0.79 eV
E_HOMO = -7.68 eV
SMILES = CC(C)=C/C(C)=C(\C)O
Kohn-Sham gap = 8.47 eV

Last column: Mulliken charge in e.
Positions of all 23 atoms, in Å:
C (-2.11, -0.31, -1.18)  -1.491
C (-1.04, -0.47, -0.13)  1.232
C (-1.56, -0.37, 1.28)  -1.383
C (0.14, -1.25, -0.44)  -0.968
C (1.20, -0.52, 0.03)  0.331
C (2.57, -0.95, 0.45)  -1.507
C (0.63, 0.80, 0.17)  0.916
C (0.42, 1.74, -0.98)  -1.535
O (0.93, 1.55, 1.30)  -0.587
H (-2.40, 0.75, -1.26)  0.293
H (-1.77, -0.63, -2.16)  0.372
H (-3.02, -0.86, -0.92)  0.418
H (-2.38, -1.09, 1.43)  0.438
H (-1.97, 0.62, 1.50)  0.295
H (-0.79, -0.59, 2.02)  0.329
H (0.16, -2.14, -1.06)  0.377
H (2.64, -1.12, 1.53)  0.290
H (2.84, -1.89, -0.04)  0.375
H (3.32, -0.20, 0.19)  0.326
H (-0.44, 2.39, -0.81)  0.331
H (1.30, 2.39, -1.08)  0.416
H (0.27, 1.19, -1.91)  0.329
H (1.08, 0.96, 2.04)  0.404

Short version: a is the least stable of them.